{
  "formula": "C7H15INO",
  "method": "ωB97M-V with the def2-TZVPD basis set",
  "total_charge": 1,
  "lumo_ev": -4.054,
  "homo_energy_ev": -11.59,
  "orbital_gap_ev": 7.537,
  "symbols": ["I", "O", "N", "C", "C", "C", "C", "C", "C", "C", "H", "H", "H", "H", "H", "H", "H", "H", "H", "H", "H", "H", "H", "H", "H"],
  "coordinates": [[-0.409, 1.473, -2.340], [-0.350, 4.321, -3.456], [-0.750, -1.249, -0.519], [-0.015, 0.558, 0.775], [-1.257, 3.631, -2.792], [-1.941, -2.009, -0.095], [0.504, -1.667, 0.184], [-1.045, 0.187, -0.241], [1.196, -0.355, 0.556], [2.107, -0.469, 1.767], [0.226, -2.206, 1.093], [1.107, -2.317, -0.448], [2.597, 0.486, 1.952], [2.879, -1.218, 1.596], [0.224, 1.617, 0.792], [-1.776, -3.078, -0.216], [-2.093, 3.364, -3.433], [0.316, 4.752, -2.901], [-0.484, 0.323, 1.739], [1.542, -0.745, 2.657], [-1.545, 3.953, -1.794], [-0.644, -1.370, -1.527], [-2.801, -1.700, -0.685], [-2.149, -1.789, 0.951], [1.766, 0.015, -0.303]],
  "forces_ev_per_a": [[0.47, -0.12, -0.35], [0.36, 0.13, -0.21], [0.44, -0.18, -0.50], [0.48, -0.20, -0.59], [-0.61, -0.18, 0.28], [-0.84, -0.42, 0.09], [0.85, 0.00, 0.32], [-1.40, 1.41, 0.67], [-0.04, -0.03, 0.18], [0.07, -0.04, -0.24], [-0.08, -0.02, -0.11], [-0.11, -0.05, -0.01], [0.03, -0.02, 0.06], [0.10, -0.02, 0.10], [-0.12, 0.04, 0.01], [0.19, -0.01, -0.02], [0.17, -0.10, 0.11], [-0.17, -0.12, 0.09], [-0.11, -0.08, 0.10], [-0.02, -0.04, 0.05], [0.18, -0.03, -0.02], [-0.04, 0.00, 0.04], [0.14, 0.06, -0.01], [0.11, 0.04, -0.04], [-0.04, -0.03, 0.02]]
}

{
  "formula": "C12H12N2O5Tc",
  "method": "ωB97M-V with the def2-TZVPD basis set",
  "total_charge": 2,
  "lumo_ev": [-10.248, -10.813],
  "homo_energy_ev": [-17.49, -17.20],
  "orbital_gap_ev": [7.241, 6.383],
  "multiplicity": 2,
  "symbols": ["Tc", "O", "O", "O", "O", "O", "N", "N", "C", "C", "C", "C", "C", "C", "C", "C", "C", "C", "C", "C", "H", "H", "H", "H", "H", "H", "H", "H", "H", "H", "H", "H"],
  "coordinates": [[1.834, 0.571, -1.031], [3.177, -3.081, -0.229], [1.654, 3.396, 1.778], [1.803, 2.267, -0.176], [2.903, -0.839, 4.694], [2.620, -1.118, -1.219], [-0.087, 0.439, -1.302], [2.137, 0.067, 0.848], [2.580, -1.175, 1.126], [2.064, 1.025, 1.798], [2.317, 0.734, 3.102], [-3.419, 0.569, -0.623], [-2.857, -1.271, -2.297], [-1.210, 0.331, -1.561], [2.855, -1.557, 2.403], [2.686, -0.596, 3.433], [-2.929, 1.164, -3.055], [1.803, 2.385, 1.195], [2.829, -1.964, -0.136], [-2.614, 0.200, -1.891], [-4.473, 0.448, -0.870], [2.272, 1.502, 3.864], [-3.250, 1.605, -0.331], [-2.794, 2.204, -2.762], [3.221, -2.558, 2.598], [-3.182, -0.091, 0.210], [-2.298, -1.538, -3.193], [-2.320, 0.951, -3.933], [-3.974, 1.011, -3.318], [-2.606, -1.961, -1.492], [3.178, -1.750, 4.888], [-3.920, -1.369, -2.514]],
  "forces_ev_per_a": [[-1.16, -0.07, 0.69], [0.01, -0.13, 0.00], [-0.05, 0.06, 0.04], [1.11, 0.11, -0.28], [0.01, -0.05, 0.05], [0.91, 0.16, -0.10], [-0.24, -0.26, 0.05], [-0.06, 0.01, -0.30], [0.08, -0.06, -0.06], [0.00, 0.13, 0.01], [-0.01, -0.05, 0.00], [0.03, 0.02, -0.02], [0.06, -0.01, -0.03], [0.05, 0.07, -0.08], [-0.03, 0.03, 0.02], [-0.01, 0.02, -0.09], [0.07, 0.04, -0.02], [-0.23, -0.27, -0.02], [-0.34, 0.28, 0.01], [-0.13, -0.05, 0.11], [0.00, 0.00, 0.00], [0.01, 0.00, 0.00], [-0.01, 0.00, 0.00], [0.00, 0.00, 0.00], [0.01, 0.00, 0.01], [-0.02, -0.01, 0.00], [-0.01, 0.00, 0.00], [-0.02, -0.02, -0.01], [0.00, 0.01, 0.01], [-0.02, 0.00, 0.01], [0.00, 0.03, 0.00], [0.00, 0.00, 0.00]]
}

In eV, the energy relative to the best compared isomer or geometry (same formula, charge and spin) values for the records above are, in order, 3.050, 0.478.
In eV Å⁻¹, the strongest force on any atom values for the records above are, in order, 2.1, 1.4.
In hartree, the DFT total energy values for the records above are, in order, -703.02935, -1030.31995.